Record 1
# C23H21N5OS

One molecule with the formula C23H21N5OS at a distorted geometry (the ωB97M-V functional and the def2-TZVPD basis, the Open Molecules 2025 dataset).

Calculated values
- SMILES string = O=C1N=C(N2CCN(c3ccccc3)CC2)S/C1=C\c1cn[nH]c1-c1ccccc1
- charge = 0
- LUMO level (eV) = 0.1
- HOMO-LUMO gap (Eh) = 0.296

Each line ends with the Mulliken charge.
Positions of all 51 atoms, in Å:
1 O -1.68051 -2.98313 0.47776  -0.65
2 C -0.97199 -2.16388 -0.05828  -0.28
3 N 0.35902 -2.31188 -0.32271  -0.54
4 C 0.89949 -1.29304 -0.88936  0.72
5 N 2.17025 -1.21125 -1.25349  0.30
6 C 2.71306 -0.01908 -1.87277  -0.43
7 C 4.24080 -0.14013 -1.90539  -1.61
8 N 4.75409 -0.53823 -0.62210  0.19
9 C 5.17278 0.38759 0.32135  1.01
10 C 5.82114 -0.06250 1.47752  -0.22
11 C 6.28563 0.82798 2.42440  -0.63
12 C 6.12846 2.19211 2.24790  -0.50
13 C 5.49634 2.65010 1.10593  -0.80
14 C 5.01920 1.76667 0.15605  -0.47
15 H 4.51442 2.17006 -0.70820  0.24
16 H 5.36012 3.71091 0.95230  0.36
17 H 6.49409 2.88695 2.98808  0.38
18 H 6.78303 0.45047 3.30597  0.36
19 H 5.98187 -1.11881 1.62606  0.42
20 C 4.27231 -1.83413 -0.17111  -0.83
21 C 3.08104 -2.30823 -1.01325  -0.99
22 H 3.41921 -2.71253 -1.97326  0.33
23 H 2.52942 -3.08513 -0.48378  0.40
24 H 3.95674 -1.75383 0.87390  0.60
25 H 5.06897 -2.58787 -0.23500  0.30
26 H 4.53773 -0.89281 -2.64367  0.36
27 H 4.68759 0.80479 -2.20991  0.47
28 H 2.41760 0.85482 -1.28095  0.58
29 H 2.30874 0.10249 -2.88545  0.45
30 S -0.18139 0.09838 -1.21605  -0.37
31 C -1.48524 -0.82542 -0.51494  0.15
32 C -2.77152 -0.47555 -0.35445  0.01
33 C -3.41336 0.74363 -0.73225  1.05
34 C -4.73565 1.11391 -0.44754  -0.51
35 N -4.92435 2.29877 -1.06927  0.45
36 N -3.84042 2.72727 -1.71508  -1.08
37 C -2.92330 1.80693 -1.52920  -0.65
38 H -1.95197 1.91460 -1.96718  0.53
39 H -5.75578 2.86852 -1.04954  0.22
40 C -5.77709 0.46359 0.32810  0.47
41 C -7.10491 0.51758 -0.09883  -0.55
42 C -8.10008 -0.10187 0.63220  -0.56
43 C -7.78785 -0.77982 1.79939  -0.41
44 C -6.47430 -0.83058 2.23559  -0.64
45 C -5.47360 -0.21234 1.50981  -0.47
46 H -4.45619 -0.23130 1.86908  0.59
47 H -6.22715 -1.35243 3.14787  0.39
48 H -8.56690 -1.26549 2.36751  0.38
49 H -9.12301 -0.05943 0.28807  0.38
50 H -7.35175 1.02413 -1.02137  0.42
51 H -3.39480 -1.23157 0.10957  0.69

Forces on the atoms, in the same order (eV/Å):
0.020 -0.064 0.027
-0.593 0.184 0.060
0.778 -0.872 0.174
-0.810 0.519 -0.040
0.169 0.035 0.055
0.135 0.415 -0.285
-0.188 0.107 -0.037
-0.168 -0.064 -0.118
0.216 0.123 0.111
-0.071 -0.075 0.001
-0.030 0.038 0.037
0.050 0.115 0.082
0.043 0.036 0.088
-0.076 -0.026 -0.160
-0.052 -0.003 -0.085
-0.016 0.074 -0.015
0.031 0.058 0.060
0.042 -0.038 0.060
0.019 -0.108 -0.009
0.047 -0.306 0.043
0.301 -0.306 0.126
-0.054 -0.031 0.092
0.128 0.047 -0.104
0.027 -0.032 -0.082
-0.126 -0.045 0.107
-0.024 0.149 -0.020
-0.043 -0.092 -0.058
0.092 -0.031 -0.057
0.068 0.028 0.031
0.236 0.013 -0.052
-0.617 0.120 0.113
0.564 -0.452 0.064
-0.605 0.526 -0.053
0.730 0.034 -0.258
-0.034 -0.355 0.236
0.153 0.664 -0.485
-0.355 -0.130 0.250
0.162 0.115 -0.154
0.151 -0.040 0.016
-0.349 -0.165 0.190
0.141 -0.017 0.007
-0.114 0.021 0.034
-0.029 -0.015 0.013
-0.029 -0.066 0.051
0.015 0.106 -0.106
0.093 -0.003 0.029
0.023 -0.037 0.073
-0.059 -0.041 0.045
-0.072 -0.004 -0.028
-0.020 0.010 -0.094
0.101 -0.121 0.025

***

Record 2
# C23H21N7STl

C23H21N7STl as an isolated structure at a distorted geometry (the ωB97M-V functional and the def2-TZVPD basis, the Open Molecules 2025 dataset).

Calculated values
- charge = +1
- LUMO level (eV) = -2.9
- HOMO-LUMO gap (Eh) = 0.271

Each line ends with the Mulliken charge.
Positions of all 53 atoms, in Å:
1 Tl 0.13593 -0.12016 -1.70516  0.86
2 C -3.49818 -0.96129 1.17593  -0.69
3 C -2.92669 -1.13599 2.42694  -0.63
4 C -1.57063 -1.39592 2.51620  -0.64
5 C -0.82245 -1.49711 1.34296  0.97
6 N -1.37285 -1.27041 0.14875  -0.31
7 C -2.66381 -1.00364 0.07081  -0.32
8 C 0.60229 -1.87167 1.34960  0.42
9 C 1.19039 -2.49023 2.45174  -0.67
10 C 2.51131 -2.89105 2.36382  -0.96
11 C 3.20979 -2.66060 1.19353  -0.81
12 C 2.56082 -2.00488 0.14422  0.52
13 N 1.28954 -1.63108 0.23703  0.05
14 C 3.24150 -1.74626 -1.13866  0.60
15 C 4.62989 -1.70543 -1.25095  -0.68
16 C 5.19853 -1.57139 -2.50640  -0.43
17 C 4.37313 -1.48381 -3.61437  -0.64
18 C 3.00271 -1.46497 -3.39930  -0.19
19 N 2.45431 -1.58365 -2.20401  -0.32
20 H -4.55457 -0.78892 1.05803  0.49
21 H -3.52715 -1.07335 3.32125  0.46
22 H -1.10614 -1.51146 3.48249  0.38
23 H -3.03608 -0.81645 -0.92684  0.49
24 H 0.62800 -2.69167 3.34661  0.37
25 H 2.98497 -3.39067 3.19521  0.47
26 H 4.22126 -3.01313 1.09260  0.41
27 H 5.26248 -1.75783 -0.37951  0.37
28 H 6.27047 -1.54857 -2.61504  0.44
29 H 4.76957 -1.41532 -4.61154  0.40
30 H 2.31705 -1.35375 -4.22586  0.45
31 C -3.14221 3.23381 0.45587  -1.95
32 C -1.98221 2.40020 -0.01856  0.55
33 N -1.78736 2.03717 -1.23314  0.45
34 N -2.64764 2.30556 -2.21576  -0.62
35 C -2.29387 2.15060 -3.53470  0.34
36 N -3.31568 2.15627 -4.41557  -0.43
37 S -0.72828 2.03672 -4.03999  -0.37
38 C -0.97677 1.98595 0.96333  0.90
39 C -1.18812 2.16632 2.33425  -0.71
40 C -0.18629 1.83483 3.22772  -0.64
41 C 1.01012 1.33586 2.73843  -0.72
42 C 1.11871 1.15460 1.36713  -0.40
43 N 0.15896 1.44209 0.50439  -0.27
44 H -3.50163 3.88553 -0.33750  0.58
45 H -2.84201 3.87623 1.27780  0.46
46 H -3.96422 2.60824 0.80429  0.31
47 H -3.56223 2.71314 -2.01108  0.24
48 H -4.27721 2.03975 -4.14076  0.20
49 H -3.08395 2.04904 -5.38915  0.22
50 H -2.11411 2.57161 2.70694  0.33
51 H -0.33292 2.00309 4.28440  0.46
52 H 1.83197 1.09239 3.39579  0.48
53 H 2.03151 0.77169 0.93577  0.70

Forces on the atoms, in the same order (eV/Å):
-0.069 0.017 -0.622
0.116 0.047 0.077
0.003 -0.007 -0.166
0.083 -0.031 -0.177
-0.599 0.162 0.270
0.163 -0.205 0.166
-0.242 0.023 0.081
0.562 -0.356 0.269
-0.032 0.053 -0.163
-0.030 0.117 -0.084
-0.178 0.118 -0.052
0.053 -0.248 0.548
-0.037 -0.078 0.014
0.509 0.086 -0.510
-0.154 0.033 0.047
-0.132 -0.057 -0.088
-0.060 0.029 0.241
0.269 0.034 -0.205
-0.051 -0.301 0.288
-0.149 0.056 -0.011
-0.070 -0.001 0.085
0.034 -0.033 0.055
-0.170 0.000 -0.112
-0.107 -0.040 0.096
0.035 -0.066 0.047
0.156 -0.002 -0.065
0.033 -0.053 0.105
0.146 0.012 -0.017
0.080 0.046 -0.170
-0.105 0.043 -0.151
0.075 -0.089 -0.193
-0.759 0.295 -0.785
0.719 -0.166 0.608
-1.407 0.413 0.023
0.545 0.021 -0.373
-0.269 0.049 0.290
0.105 0.003 -0.104
0.458 -0.252 0.660
0.011 0.019 -0.328
0.228 -0.018 -0.096
-0.176 0.067 0.055
0.186 0.130 0.215
-0.078 0.323 0.076
-0.089 0.032 -0.044
-0.001 0.058 -0.003
-0.113 -0.029 0.004
0.342 -0.169 -0.014
0.025 -0.011 0.040
0.032 0.057 0.091
-0.090 0.018 -0.005
0.009 -0.063 0.090
0.048 0.004 -0.018
0.142 -0.089 0.013

***

Record 3
# C23H22AuBrCl2N5O5S

C23H22AuBrCl2N5O5S as an isolated structure at a distorted geometry (the ωB97M-V functional and the def2-TZVPD basis, the Open Molecules 2025 dataset).

Calculated values
- charge = +1
- expectation value of S² = 2.012
- LUMO level (spin up / spin down) (eV) = -3.7 / -8.0
- HOMO-LUMO gap (spin up / spin down) (Eh) = 0.231 / 0.073
- 2S+1 = 3

Each line ends with the Mulliken charge.
Positions of all 60 atoms, in Å:
1 Au 0.22704 -2.27603 0.00979  0.96
2 Cl 7.02220 -4.30089 0.71879  -0.21
3 C 5.56667 -3.46841 0.33032  0.22
4 C 5.49330 -2.07805 0.53383  -0.59
5 C 4.30167 -1.40775 0.41376  0.53
6 Cl 4.37897 0.25628 0.73635  -0.23
7 C 3.11701 -2.15877 0.02699  0.45
8 O 2.07911 -1.42068 -0.28987  -1.13
9 C 3.25857 -3.54355 -0.30930  0.49
10 C 2.13182 -4.21745 -0.88679  0.37
11 O 2.11839 -5.05668 -1.80538  -0.48
12 C 4.51826 -4.16321 -0.29388  -0.89
13 H 6.36425 -1.54166 0.92244  0.39
14 H 1.11022 -3.95674 -0.35707  0.14
15 H 4.70514 -5.18128 -0.57718  0.46
16 C 3.43430 7.51005 -0.91483  -0.75
17 N 2.17986 6.79565 -0.72376  0.00
18 C 1.03403 7.28687 0.10330  -0.52
19 C 0.08944 6.13780 0.20098  -0.40
20 N 0.80612 5.09289 -0.48386  -0.05
21 C 2.05201 5.47835 -1.00194  0.59
22 S 3.15073 4.69962 -1.91069  -0.05
23 H 3.30684 8.30542 -1.65998  0.35
24 H 4.13026 6.72699 -1.35798  0.17
25 H 3.77204 7.98006 0.01242  0.31
26 H 0.55250 8.13715 -0.42317  0.30
27 H 1.39901 7.74560 1.04950  0.32
28 H -0.90611 6.37916 -0.28610  0.28
29 H -0.20935 5.83488 1.25916  0.28
30 H 0.40723 4.15703 -0.63796  0.18
31 Br -6.39182 -3.18478 -1.23938  -0.24
32 C -5.18536 -4.42948 -0.33023  0.08
33 C -5.66530 -5.66950 0.05398  -0.37
34 C -4.79828 -6.65825 0.45966  -0.57
35 C -3.41977 -6.37010 0.50844  -0.39
36 C -2.98217 -5.07229 0.16506  0.30
37 C -3.88372 -4.06667 -0.21580  -0.33
38 C -1.49498 -4.61588 0.30571  0.63
39 O -0.69021 -5.38058 0.83035  -0.68
40 O -1.32434 -3.50107 -0.27817  -0.66
41 H -6.73786 -5.79550 0.08147  0.38
42 H -5.13268 -7.63432 0.81524  0.37
43 H -2.67818 -7.08323 0.82246  0.47
44 H -3.51772 -3.06372 -0.46687  0.34
45 C -4.12866 1.41611 -0.45856  -0.83
46 N -2.78688 1.16600 0.00385  0.21
47 C -2.18365 2.08877 0.82450  -0.08
48 C -0.86840 2.07547 1.12165  -0.98
49 C -0.14412 0.84403 0.86261  0.82
50 N -0.74036 -0.13237 0.15882  -0.51
51 C -2.03340 -0.07262 -0.30336  0.22
52 O -2.54944 -0.96361 -0.99593  -0.62
53 N 1.12095 0.70630 1.31142  -0.26
54 H -4.05476 1.50312 -1.55437  0.29
55 H -4.56186 2.25665 0.05113  0.33
56 H -4.72699 0.47927 -0.26741  0.29
57 H -2.86307 2.91605 1.06276  0.32
58 H -0.39624 2.95607 1.60076  0.48
59 H 1.50473 1.58096 1.68497  0.19
60 H 1.72302 -0.04750 0.98734  0.29

Forces on the atoms, in the same order (eV/Å):
0.213 -0.020 -0.883
0.244 -0.038 -0.062
-0.638 0.264 -1.227
0.370 -0.832 0.918
-0.339 -2.689 -0.404
-0.644 1.004 -0.009
1.818 0.935 -0.500
-0.982 0.338 0.806
1.210 1.274 -0.224
-1.069 -3.080 -2.818
0.073 2.747 3.112
0.671 1.069 1.740
-0.236 -0.280 -0.276
0.356 -0.292 -0.365
-0.392 -0.318 -0.147
0.065 -0.418 -0.986
-0.148 -1.116 0.668
0.889 2.448 -0.400
-2.193 -0.481 1.067
2.075 -1.948 -1.513
-4.804 3.113 2.810
1.393 -1.805 -1.293
0.058 -0.228 0.078
-0.247 1.303 0.813
0.160 -0.429 -0.053
0.373 -0.470 0.121
-0.052 -0.759 -0.425
1.234 -0.389 0.213
0.776 0.337 -1.202
0.414 0.766 0.081
0.365 -0.472 0.672
-1.214 0.534 -0.636
-0.767 0.193 -0.017
1.337 -0.096 0.549
-0.228 1.302 -0.484
0.497 0.286 0.689
1.063 -0.154 -0.260
-1.463 -3.593 0.426
0.014 1.338 -0.193
0.056 1.762 -0.049
-0.038 -0.309 -0.219
-0.124 0.337 -0.269
0.048 -0.215 0.063
-0.251 -0.596 0.040
-0.486 -2.722 -0.974
2.549 -0.570 1.863
-1.169 0.011 -1.813
0.845 0.029 0.654
-0.259 0.121 -0.594
0.547 -0.157 0.881
-2.038 -0.428 -1.680
1.011 2.430 1.744
-1.066 1.346 0.054
-0.471 0.368 0.385
-0.089 0.349 -0.013
0.344 1.073 -0.173
0.573 -0.170 0.092
-0.370 -0.948 0.006
0.109 -1.082 -0.131
0.025 0.029 -0.254

***

Record 4
# C23H22ClN2O2PRe

C23H22ClN2O2PRe as an isolated structure (the ωB97M-V functional and the def2-TZVPD basis, the Open Molecules 2025 dataset).

Calculated values
- charge = +2
- expectation value of S² = 0.755
- LUMO level (spin up / spin down) (eV) = -7.7 / -7.9
- HOMO-LUMO gap (spin up / spin down) (Eh) = 0.264 / 0.257
- 2S+1 = 2

Each line ends with the Mulliken charge.
Positions of all 52 atoms, in Å:
1 Re -0.93513 0.53011 -2.09562  1.06
2 O -4.53968 -0.78720 -1.09978  -0.47
3 C -3.54268 -0.28415 -0.72260  0.38
4 O -2.73643 0.34529 -1.70091  -0.44
5 C -3.08835 -0.17602 0.69061  0.41
6 C -4.08750 -0.49099 1.61270  -0.83
7 C -3.85053 -0.42039 2.97417  -0.62
8 C -2.60419 -0.02685 3.43483  -0.83
9 C -1.60346 0.28308 2.52938  -0.70
10 C -1.82085 0.19825 1.15264  0.46
11 P -0.39424 0.72639 0.16400  1.22
12 C 1.02352 -0.31590 0.56229  0.60
13 C 0.92112 -1.41672 1.41132  -0.74
14 C 2.04236 -2.19531 1.67081  -0.83
15 C 3.25606 -1.89524 1.06842  -0.69
16 C 3.35184 -0.82305 0.18823  -0.60
17 C 2.24005 -0.03780 -0.06859  -0.40
18 C -0.07533 2.40008 0.73716  0.82
19 C -1.15323 3.29088 0.71455  -0.59
20 C -0.99642 4.57845 1.19242  -0.84
21 C 0.23412 4.98349 1.69893  -0.55
22 C 1.29927 4.09685 1.74150  -0.75
23 C 1.15019 2.80153 1.26611  -0.35
24 H -5.05936 -0.78250 1.23964  0.52
25 H -4.64179 -0.66120 3.67056  0.45
26 H -2.40877 0.04913 4.49582  0.47
27 H -0.63971 0.61113 2.90136  0.57
28 H -0.01711 -1.66127 1.88857  0.44
29 H 1.96608 -3.02990 2.35518  0.46
30 H 4.13040 -2.49481 1.28556  0.45
31 H 4.29626 -0.58856 -0.28443  0.48
32 H 2.33078 0.80203 -0.74973  0.38
33 H -2.12294 2.97398 0.34705  0.46
34 H -1.83284 5.26385 1.18199  0.47
35 H 0.35557 5.99038 2.07474  0.44
36 H 2.24861 4.40648 2.15630  0.46
37 H 1.98244 2.11346 1.33590  0.45
38 C 1.04638 -3.86965 -4.15671  -0.90
39 N 1.18760 -3.23514 -2.82386  -0.02
40 C 2.11723 -3.85085 -1.85296  -0.62
41 C 0.58639 -2.15045 -2.56242  0.80
42 N 0.02732 -1.14173 -2.32373  -0.53
43 H 0.85402 -4.92862 -4.00253  0.33
44 H 1.97037 -3.73473 -4.71532  0.35
45 H 0.21411 -3.41933 -4.68897  0.36
46 H 1.88862 -4.91217 -1.79218  0.36
47 H 1.98673 -3.38214 -0.88148  0.08
48 H 3.13745 -3.70856 -2.20475  0.34
49 Cl -1.38612 2.94040 -2.55316  -0.07
50 C 0.22998 2.16364 -2.69921  -0.60
51 H 0.92183 2.65797 -2.02243  0.35
52 H 0.54000 2.21441 -3.74137  0.54

Forces on the atoms, in the same order (eV/Å):
0.011 0.201 -0.088
-0.074 -0.181 0.050
0.240 0.427 -0.356
0.025 -0.118 0.091
-0.092 -0.164 0.076
0.003 -0.006 0.018
0.005 0.006 -0.015
-0.003 -0.011 0.012
0.060 0.028 -0.011
-0.001 0.103 0.014
-0.007 -0.062 0.182
-0.039 -0.129 -0.054
0.047 0.065 0.017
0.025 -0.005 -0.013
-0.015 -0.004 0.037
0.007 0.040 -0.008
0.021 -0.002 0.012
-0.005 0.029 0.002
-0.013 0.030 0.016
0.016 -0.009 -0.004
0.004 -0.008 0.001
0.006 0.017 0.004
0.044 -0.037 -0.038
0.008 0.001 -0.015
-0.001 0.002 0.003
0.000 0.000 0.001
0.000 0.003 0.008
-0.024 -0.008 0.006
-0.001 -0.003 -0.008
0.002 0.003 0.005
0.009 0.001 0.003
-0.008 0.001 0.008
0.006 -0.005 0.004
-0.001 0.000 -0.005
0.002 0.002 0.003
0.002 0.007 0.003
-0.023 0.006 -0.022
0.011 -0.030 0.032
-0.030 -0.028 -0.106
0.002 0.027 0.010
0.017 0.081 0.076
-0.042 -0.049 -0.034
-0.013 0.000 -0.016
0.011 -0.008 0.009
0.005 0.014 -0.007
-0.016 0.000 0.009
0.004 0.003 -0.012
0.007 -0.024 -0.003
-0.058 -0.060 -0.021
-0.175 -0.086 0.116
0.003 -0.021 0.003
0.037 -0.037 0.001

***

Relative energy (zero: lowest compared OMol25 entry of this formula, charge and spin)? In order: 0.0 3.6 62.9 1.9 kcal/mol.